{
  "formula": "C3H8P2",
  "method": "ωB97M-V with the def2-TZVPD basis set",
  "elements": ["H", "P", "C", "C", "C", "P", "H", "H", "H", "H", "H", "H", "H"],
  "positions_angstrom": [[-3.4917, -0.1096, 0.7542], [-2.9050, 0.7120, -0.1718], [-1.6359, -0.4883, -0.1260], [-0.3760, -0.2168, -0.7777], [0.7993, 0.4312, 0.5240], [2.4786, 0.5909, -0.2216], [-1.9383, -1.4819, 0.0648], [-0.5212, 0.4824, -1.5045], [0.3323, -1.0022, -1.0441], [0.5120, -0.1434, 1.3125], [0.6127, 1.4790, 0.6072], [3.0350, -0.7205, -0.6089], [3.0983, 0.4671, 1.1919]],
  "forces_ev_per_a": [[-1.50, -0.34, 0.50], [2.22, -1.22, 0.35], [-1.78, 2.10, -1.52], [3.64, -0.50, 3.90], [-1.31, 0.17, -5.45], [1.57, -0.95, 2.19], [0.11, -0.97, 1.11], [0.24, 2.09, -2.04], [-0.92, -0.45, -0.47], [-0.14, -1.48, 2.40], [-0.81, 0.62, 0.57], [-0.95, 0.59, 0.44], [-0.37, 0.35, -1.97]],
  "smiles": "[H]/P=C/CCP",
  "multiplicity": 1,
  "relative_energy_ev": 2.543
}

---

{
  "formula": "C28H68BFN8O10P",
  "method": "ωB97M-V with the def2-TZVPD basis set",
  "elements": ["O", "B", "O", "C", "P", "C", "C", "C", "F", "H", "H", "H", "H", "H", "H", "H", "H", "H", "H", "H", "H", "C", "C", "O", "N", "C", "H", "H", "H", "H", "H", "H", "H", "C", "C", "O", "N", "C", "H", "H", "H", "H", "H", "H", "H", "C", "C", "O", "N", "C", "H", "H", "H", "H", "H", "H", "H", "C", "C", "O", "N", "C", "H", "H", "H", "H", "H", "H", "H", "C", "C", "O", "N", "C", "H", "H", "H", "H", "H", "H", "H", "C", "C", "O", "N", "C", "H", "H", "H", "H", "H", "H", "H", "C", "C", "O", "N", "C", "H", "H", "H", "H", "H", "H", "H", "C", "C", "O", "N", "C", "H", "H", "H", "H", "H", "H", "H"],
  "positions_angstrom": [[-5.4811, 1.9697, 1.5200], [-5.0787, 2.1630, 0.2426], [-5.6379, 3.0984, -0.5858], [-3.9169, 1.2478, -0.3773], [-2.9946, 2.0029, -1.7124], [-1.3019, 2.2505, -1.1627], [-1.3133, 3.0053, 0.1870], [-0.2044, 4.0386, 0.2952], [-0.5048, 4.8863, 1.3562], [-4.7419, 2.0853, 2.1627], [-6.1671, 3.7274, -0.0791], [-3.2350, 0.9237, 0.4099], [-4.3792, 0.3452, -0.7917], [-3.5241, 3.2482, -2.0495], [-3.0466, 1.1802, -2.8297], [-0.9037, 1.2393, -1.0599], [-0.7241, 2.7670, -1.9323], [-2.2611, 3.5217, 0.3761], [-1.1938, 2.2850, 0.9981], [-0.1073, 4.6574, -0.6001], [0.7531, 3.5655, 0.5283], [-0.2909, -0.8533, -4.2460], [-1.4262, -1.2852, -3.3636], [-1.8351, -0.5842, -2.4251], [-2.0168, -2.4608, -3.6274], [-1.6822, -3.4122, -4.6740], [0.0452, 0.1267, -3.9159], [0.5516, -1.5462, -4.2125], [-0.6262, -0.7808, -5.2813], [-2.7849, -2.6842, -3.0128], [-2.5269, -3.5473, -5.3498], [-1.4371, -4.3790, -4.2357], [-0.8230, -3.0625, -5.2389], [1.8399, -5.2123, -4.4436], [2.5533, -3.9890, -4.9697], [1.9720, -2.9187, -5.1420], [3.8629, -4.1168, -5.2574], [4.7054, -5.2976, -5.1347], [0.8021, -4.9528, -4.2622], [1.8817, -6.0282, -5.1649], [2.2893, -5.5548, -3.5113], [4.2854, -3.2733, -5.6138], [5.5529, -5.1125, -4.4758], [5.0958, -5.5844, -6.1118], [4.1319, -6.1286, -4.7383], [-3.0787, 2.8112, 5.6259], [-3.1470, 1.7445, 4.5714], [-3.7078, 1.9454, 3.4894], [-2.5815, 0.5498, 4.8253], [-1.8863, 0.1341, 6.0312], [-3.5992, 3.6902, 5.2633], [-3.5672, 2.4834, 6.5434], [-2.0403, 3.0604, 5.8515], [-2.6814, -0.1227, 4.0812], [-0.8607, -0.1558, 5.8023], [-2.3952, -0.7130, 6.4912], [-1.8575, 0.9499, 6.7449], [4.0195, 1.6245, 5.5023], [2.7404, 2.4290, 5.4902], [2.2021, 2.8084, 6.5125], [2.1920, 2.7162, 4.2740], [2.6591, 2.3347, 2.9587], [4.3156, 1.4844, 6.5370], [3.8747, 0.6484, 5.0375], [4.8165, 2.1465, 4.9713], [1.3500, 3.2671, 4.3358], [2.8635, 3.2207, 2.3534], [1.8981, 1.7332, 2.4543], [3.5694, 1.7486, 3.0298], [-6.3298, 4.9421, 3.3583], [-6.5896, 4.7741, 4.8392], [-5.6813, 4.5630, 5.6270], [-7.8737, 4.8596, 5.2648], [-9.0676, 5.0998, 4.4801], [-5.2604, 4.8402, 3.1966], [-6.8510, 4.1714, 2.7878], [-6.6557, 5.9239, 3.0121], [-7.9769, 4.7391, 6.2605], [-9.5707, 6.0103, 4.8085], [-9.7670, 4.2679, 4.5740], [-8.8104, 5.2124, 3.4320], [6.9095, -3.6481, -2.0442], [7.5651, -4.9955, -2.2333], [7.5481, -5.5937, -3.2981], [8.2056, -5.5310, -1.1596], [8.3481, -4.9751, 0.1689], [6.4574, -3.3459, -2.9836], [6.1394, -3.6971, -1.2718], [7.6467, -2.8935, -1.7759], [8.6296, -6.4257, -1.3490], [9.4003, -4.8295, 0.4198], [7.9064, -5.6348, 0.9180], [7.8488, -4.0132, 0.2249], [-6.2504, -2.3397, -1.8901], [-7.3188, -3.3520, -1.5294], [-7.2783, -4.4889, -1.9593], [-8.3201, -2.9406, -0.7085], [-8.5182, -1.6361, -0.1122], [-5.5410, -2.8324, -2.5482], [-6.6849, -1.4864, -2.4137], [-5.7248, -1.9853, -1.0011], [-8.9967, -3.6613, -0.5099], [-8.5195, -1.7011, 0.9769], [-9.4672, -1.2022, -0.4312], [-7.7205, -0.9626, -0.4102], [9.3494, 0.1377, -1.1974], [9.0550, -0.0446, -2.6701], [8.4923, -1.0404, -3.0975], [9.4489, 0.9445, -3.5112], [10.1310, 2.1818, -3.1898], [8.9771, -0.7342, -0.6680], [10.4212, 0.2285, -1.0200], [8.8580, 1.0291, -0.8059], [9.2310, 0.7601, -4.4780], [9.5345, 3.0439, -3.4920], [11.0947, 2.2365, -3.6980], [10.3069, 2.2468, -2.1211]],
  "forces_ev_per_a": [[0.22, 0.84, -0.36], [-0.01, -0.13, 0.16], [0.16, -0.01, 0.12], [-0.31, 0.12, -0.20], [0.29, -0.36, 0.21], [-0.01, -0.04, 0.16], [0.11, -0.05, 0.01], [-0.02, 0.06, 0.25], [0.06, -0.09, -0.05], [-0.29, -0.69, 0.48], [-0.22, -0.13, -0.12], [0.06, -0.01, -0.09], [0.05, 0.01, 0.06], [-0.09, -0.02, 0.02], [0.00, 0.22, -0.16], [0.09, 0.07, -0.12], [-0.09, 0.00, -0.01], [0.06, 0.07, -0.11], [-0.13, 0.06, 0.02], [-0.05, -0.08, -0.01], [0.01, 0.04, -0.18], [0.03, 0.21, 0.11], [-0.03, -0.09, -0.01], [0.01, 0.05, 0.03], [-0.02, 0.01, 0.01], [-0.05, 0.01, 0.02], [-0.03, 0.00, 0.00], [-0.08, -0.06, -0.09], [0.07, -0.04, -0.03], [0.02, -0.03, 0.02], [0.02, 0.03, -0.03], [0.01, 0.00, -0.01], [0.03, -0.04, 0.03], [-0.05, 0.06, 0.03], [0.16, 0.01, -0.13], [-0.13, -0.10, 0.11], [-0.01, -0.01, 0.06], [0.06, 0.11, -0.08], [0.01, 0.02, 0.00], [0.02, -0.02, 0.02], [0.01, -0.04, -0.01], [0.01, 0.00, 0.01], [0.00, -0.05, 0.01], [-0.03, -0.05, 0.00], [0.01, -0.01, 0.01], [0.08, 0.04, -0.10], [-0.08, 0.09, 0.08], [0.21, -0.03, -0.24], [0.04, 0.03, -0.02], [-0.03, -0.04, -0.06], [-0.04, -0.01, 0.03], [0.03, 0.00, 0.02], [0.00, -0.04, 0.06], [-0.02, -0.02, 0.01], [0.01, 0.02, 0.01], [0.00, 0.02, 0.03], [0.01, 0.00, 0.01], [0.00, 0.02, 0.04], [-0.01, -0.04, -0.03], [-0.02, -0.01, 0.03], [0.00, -0.02, -0.03], [-0.22, 0.14, 0.12], [-0.01, 0.01, 0.01], [0.02, 0.00, -0.02], [0.00, -0.02, -0.02], [0.01, 0.03, 0.00], [0.06, -0.04, -0.04], [0.09, -0.05, -0.09], [0.01, 0.00, 0.00], [0.02, 0.00, 0.00], [-0.02, -0.02, -0.02], [-0.01, 0.03, 0.00], [-0.02, 0.00, -0.01], [0.02, -0.01, 0.10], [0.00, -0.01, 0.02], [0.00, 0.01, -0.01], [-0.02, -0.01, -0.01], [0.00, 0.01, 0.00], [0.00, 0.01, -0.03], [0.00, -0.01, -0.03], [-0.01, 0.00, -0.01], [-0.06, -0.12, -0.02], [0.14, 0.01, 0.05], [-0.15, 0.05, -0.02], [-0.04, -0.01, 0.03], [0.04, -0.08, -0.05], [0.02, -0.02, -0.02], [0.02, 0.03, 0.02], [-0.03, 0.05, -0.01], [0.01, 0.00, -0.01], [0.00, 0.03, 0.00], [-0.02, 0.02, 0.01], [0.00, 0.01, 0.01], [0.03, 0.05, -0.03], [0.05, -0.01, 0.01], [0.01, -0.02, -0.01], [0.00, 0.01, 0.01], [-0.05, -0.09, 0.00], [-0.03, -0.04, -0.01], [0.03, 0.04, 0.04], [-0.04, 0.04, 0.01], [0.00, 0.00, 0.00], [0.03, 0.02, 0.00], [0.02, 0.03, -0.01], [0.00, 0.01, 0.01], [-0.03, -0.04, -0.01], [0.08, 0.01, -0.03], [-0.03, 0.03, 0.09], [-0.03, 0.04, 0.00], [-0.02, -0.05, -0.08], [-0.01, -0.01, -0.02], [0.00, 0.03, 0.01], [0.03, 0.01, 0.01], [0.01, -0.01, 0.00], [0.00, 0.01, 0.03], [0.02, 0.00, 0.03], [0.01, 0.01, 0.01]],
  "total_charge": 1,
  "multiplicity": 1
}

---

Number 1: electronic energy -801.657898 a.u., E_HOMO -8.6 eV. Number 2: electronic energy -2764.212912 a.u., E_HOMO -10.7 eV.